Computed, not measured: a structure of composition C33H25IN6O3OsS2, with the ωB97M-V functional and the def2-TZVPD basis.

The geometry in XYZ format:
```
71
Properties=species:S:1:pos:R:3:forces:R:3
Os -0.18605 -0.68208 0.06314 0.248 0.409 0.002
C -1.36191 3.37378 2.62723 0.047 0.024 0.002
C -1.48704 2.11664 1.81954 -0.095 0.083 -0.028
N -0.44292 1.39328 1.48260 0.083 -0.111 0.060
N 0.74930 1.79759 1.95244 -0.104 0.007 -0.032
C 1.61530 0.84099 2.11114 0.056 -0.040 -0.298
S 1.24177 -0.86293 1.93617 -0.058 -0.126 0.213
S 3.26131 1.14591 2.48654 0.091 0.038 0.089
C 3.42384 2.93437 2.16019 -0.081 0.030 0.059
C 3.53539 3.22679 0.69023 -0.004 -0.021 -0.012
C 2.43579 3.68063 -0.03360 0.049 -0.038 0.049
C 2.54375 3.92213 -1.39559 0.014 -0.017 -0.069
C 3.75196 3.71277 -2.04685 -0.024 -0.012 -0.026
C 4.85565 3.27234 -1.32825 0.003 -0.015 -0.015
C 4.74777 3.03358 0.03257 -0.054 -0.046 0.007
C -2.79411 1.66994 1.41516 -0.001 -0.017 -0.015
C -3.91391 2.50787 1.61323 0.013 -0.007 0.007
C -5.17690 2.11907 1.25999 0.014 0.035 0.021
C -5.40086 0.84434 0.68927 0.030 -0.065 -0.030
C -4.35991 -0.00706 0.48141 -0.004 0.023 0.036
C -3.03486 0.36949 0.83769 0.078 0.067 -0.014
O -2.10062 -0.48745 0.61740 -0.157 -0.204 0.002
H -0.33651 3.53896 2.93363 -0.005 -0.009 0.007
H -1.99369 3.31307 3.51335 0.002 0.008 0.008
H -1.69425 4.23229 2.04108 -0.006 0.005 -0.006
H 4.33400 3.20330 2.69617 -0.004 0.019 -0.011
H 2.58402 3.44511 2.62668 0.022 -0.002 0.002
H 1.50177 3.86637 0.47885 -0.043 0.013 0.031
H 1.69110 4.29919 -1.94592 -0.012 0.020 -0.008
H 3.84218 3.91926 -3.10494 -0.001 0.006 -0.011
H 5.80638 3.13210 -1.82495 0.013 0.016 -0.005
H 5.61632 2.70376 0.59004 0.010 -0.010 0.017
H -3.77318 3.48579 2.04688 0.009 0.010 0.007
H -6.01072 2.78875 1.41537 -0.007 0.010 0.006
H -6.40563 0.55092 0.41689 -0.004 -0.011 -0.005
H -4.49848 -0.98801 0.04821 -0.005 -0.009 0.000
O 4.53142 -5.02716 -3.01665 0.043 0.052 0.111
N 4.18994 -5.43893 -1.92564 -0.133 -0.177 -0.103
O 4.64783 -6.39090 -1.34267 0.034 0.109 -0.024
C 3.04657 -4.74928 -1.28604 0.001 0.031 0.065
C 2.20382 -5.51606 -0.56787 0.048 0.077 -0.041
C 1.03223 -4.94122 0.01899 -0.010 0.036 -0.028
C 0.10192 -5.68820 0.76704 -0.006 0.040 0.000
C -1.00057 -5.06118 1.28912 0.013 0.016 -0.018
C -1.17777 -3.69314 1.05307 -0.044 -0.022 -0.004
N -0.31803 -2.98027 0.34938 -0.011 -0.047 0.013
C 0.78379 -3.57865 -0.15561 0.058 -0.053 -0.024
C 1.72490 -2.76180 -0.87703 0.059 -0.047 -0.024
N 1.47482 -1.42389 -0.95081 -0.039 -0.076 -0.081
C 2.33176 -0.62870 -1.57928 0.041 0.041 0.041
C 3.49877 -1.11726 -2.16088 -0.019 0.001 0.024
C 3.77154 -2.46073 -2.10707 -0.036 0.001 -0.001
C 2.86655 -3.32878 -1.46072 -0.076 -0.023 0.075
H 2.41193 -6.57069 -0.44579 0.008 -0.002 -0.005
H 0.26747 -6.74573 0.92578 0.004 -0.018 0.002
H -1.73129 -5.60033 1.87374 -0.007 -0.009 0.005
H -2.03687 -3.16070 1.44179 -0.004 0.002 0.010
H 2.09468 0.42882 -1.59418 0.017 0.016 -0.025
H 4.17723 -0.42880 -2.64272 0.001 0.015 0.002
H 4.66886 -2.85324 -2.55830 0.020 -0.014 -0.010
I -2.87763 3.80231 -2.76929 -0.002 0.020 0.001
C -2.03338 1.91513 -2.89096 0.042 -0.054 0.027
C -2.09589 1.14951 -4.04958 -0.014 0.055 0.006
C -1.50846 -0.10497 -4.05496 0.049 -0.033 0.035
C -0.88764 -0.56538 -2.91062 0.003 -0.014 -0.026
N -0.84055 0.16717 -1.78571 -0.146 -0.029 -0.030
C -1.39702 1.38898 -1.78160 0.061 0.052 -0.027
H -2.59099 1.52787 -4.93403 -0.002 0.001 0.002
H -1.53111 -0.72581 -4.93908 0.000 -0.006 0.001
H -0.41923 -1.54016 -2.87807 -0.017 -0.005 0.000
H -1.30807 1.95254 -0.86421 -0.045 0.000 0.009
```
Positions in Å, forces in eV/Å.

**M**: 934.87 Da
**Strongest force on any atom**: 0.5 eV/Å
**Net charge**: +2
**Relative energy (zero: lowest compared OMol25 entry of this formula, charge and spin)**: 49.0 kJ/mol
**2S+1**: 5
**HOMO energy (spin up / spin down)**: -0.4908 / -0.4947 hartree